No. 1
A structure of composition C3H4LiO3Sm, computed with ωB97M-V/def2-TZVPD.

Total energy   -1007.723383 Ha
LUMO level (spin up / spin down)   -4.44 / -4.43 eV
Total charge   +1
Energy above the lowest of the compared OMol25 structures with the same formula, charge and spin   0.0 kcal per mole
2S+1   7
HOMO-LUMO gap (spin up / spin down)   6.6 / 6.9 eV

Positions of all 12 atoms, in Å:
C: 0.20 1.79 -0.33
H: 0.57 2.64 -0.92
H: -1.91 1.75 -0.84
C: 0.68 -0.60 -0.53
O: 0.21 -0.83 0.65
O: 0.64 0.61 -1.06
O: 1.19 -1.52 -1.19
C: -1.25 1.83 0.04
Li: 0.78 -2.73 0.30
Sm: -1.52 0.09 1.67
H: -1.43 2.78 0.56
H: 0.85 1.86 0.64

---

No. 2
A structure of composition C3H4LiO3V, computed with ωB97M-V/def2-TZVPD.

Total energy   -1293.731215 Ha
LUMO level (spin up / spin down)   -1.39 / -1.52 eV
Energy above the lowest of the compared OMol25 structures with the same formula, charge and spin   30.5 kcal per mole
2S+1   5
HOMO-LUMO gap (spin up / spin down)   3.1 / 4.8 eV

Positions of all 12 atoms, in Å:
O: -1.96 -0.78 0.96
C: -1.24 0.44 1.56
H: 0.85 1.56 -0.36
H: 2.06 0.41 -1.01
O: 0.05 -0.06 1.70
H: -2.90 -0.56 0.93
C: 1.00 -0.37 0.67
Li: -0.34 0.71 -3.07
C: 1.05 0.49 -0.58
H: 1.98 -0.49 1.16
O: 0.11 0.01 -1.54
V: -0.65 -1.36 -0.42

---

What did the first record say?
A structure of composition C3H4LiO3Sm, computed with ωB97M-V/def2-TZVPD.

Total energy   -1007.723383 Ha
LUMO level (spin up / spin down)   -4.44 / -4.43 eV
Total charge   +1
Energy above the lowest of the compared OMol25 structures with the same formula, charge and spin   0.0 kcal per mole
2S+1   7
HOMO-LUMO gap (spin up / spin down)   6.6 / 6.9 eV

Positions of all 12 atoms, in Å:
C: 0.20 1.79 -0.33
H: 0.57 2.64 -0.92
H: -1.91 1.75 -0.84
C: 0.68 -0.60 -0.53
O: 0.21 -0.83 0.65
O: 0.64 0.61 -1.06
O: 1.19 -1.52 -1.19
C: -1.25 1.83 0.04
Li: 0.78 -2.73 0.30
Sm: -1.52 0.09 1.67
H: -1.43 2.78 0.56
H: 0.85 1.86 0.64